Entry 1:
26
Properties=species:S:1:pos:R:3:forces:R:3:nbo_charge:R:1 method="wB97M-V/def2-TZVPD" e_lumo_ev="-9.81 / -9.43" energy_ha=-1540.34769 max_force_ev_per_a=0.32 charge=+2 relative_energy_ev=0.0000 multiplicity=5
Mn 0.454232 0.314003 -0.257595 0.1 0.1 0.3 1.471
H 1.840295 0.688376 1.068233 0.2 -0.1 -0.1 0.196
H -1.409233 -1.979472 -1.401074 0.0 0.0 0.1 0.293
C -0.758652 -1.167412 -1.699269 0.0 0.0 -0.1 -0.237
H 1.647052 3.091375 1.281884 0.0 0.0 0.0 0.264
C 1.801777 0.853331 3.129953 0.0 0.1 0.0 -0.565
C -0.456102 1.169582 -2.313316 0.0 0.0 -0.1 -0.246
H 1.000969 -2.412007 -1.842855 0.0 0.0 0.0 0.293
H 2.048186 -0.191936 3.300795 0.0 0.0 0.0 0.244
H 1.550488 1.734217 -2.878229 0.0 0.0 0.0 0.292
C 1.040817 1.057831 1.793406 -0.3 -0.1 0.1 -0.327
H -0.869888 2.154702 -2.486710 0.0 0.0 0.0 0.292
H -2.345703 0.299361 -1.727374 0.0 0.0 0.0 0.293
H 1.159481 1.210453 3.933327 0.0 0.0 0.0 0.254
H 0.080720 2.651355 0.588852 0.0 0.0 -0.1 0.196
H -0.073418 -0.869384 2.019083 0.1 0.0 0.0 0.251
H 0.202899 2.973110 2.298312 0.0 0.0 0.0 0.279
C -0.162595 0.165668 1.697080 0.0 0.0 0.2 -0.441
C 1.439136 -0.359903 -2.359900 -0.1 0.0 -0.1 -0.233
H -1.152310 0.597000 1.821941 0.0 0.1 0.0 0.256
C -1.289037 0.124201 -1.883956 0.0 0.0 -0.1 -0.242
C 0.603077 -1.410747 -1.949062 0.0 0.0 -0.1 -0.247
H 2.716605 1.442354 3.106143 0.0 0.0 0.0 0.254
C 0.738321 2.521316 1.462224 -0.1 0.1 0.1 -0.633
C 0.909419 0.930739 -2.537924 0.0 0.0 -0.2 -0.251
H 2.484965 -0.549514 -2.565969 0.0 0.0 0.0 0.291

---

Entry 2:
28
Properties=species:S:1:pos:R:3:forces:R:3:nbo_charge:R:1 method="wB97M-V/def2-TZVPD" e_lumo_ev="-5.50 / -5.50" energy_ha=-574.37764 max_force_ev_per_a=6.20 charge=+1 relative_energy_ev=3.9024 multiplicity=1
H -4.522729 1.403397 0.843026 0.5 0.2 -0.4 0.253
O -0.336707 -2.184724 -1.422563 -0.2 -0.8 -0.1 -0.423
H 0.187173 0.806416 1.139433 1.5 0.2 2.1 0.184
H -4.542613 -0.953391 0.676351 -2.5 -1.2 0.8 0.250
C 3.116993 0.849592 -1.469021 -0.9 -2.7 -2.9 -0.580
C 1.525240 -0.868410 1.929040 -1.8 1.2 0.0 -0.637
C 1.240685 0.391307 1.095410 -1.2 -0.9 -1.6 -0.248
N -1.503718 -0.519734 -0.372082 -4.0 1.9 0.4 -0.417
H -2.670858 2.687988 -0.174228 0.5 1.6 0.0 0.266
C -2.689228 -1.171887 -0.110488 0.2 -0.2 0.2 0.125
H 2.528187 1.327805 -2.288831 0.5 -0.6 0.3 0.207
H 2.436471 -1.351095 1.749734 1.8 -0.1 -0.4 0.227
H 4.102241 0.498119 -1.843387 -0.6 0.4 0.2 0.228
H -2.842714 -2.265534 -0.089295 1.2 0.6 -0.4 0.273
C -3.651833 0.910110 0.385001 -0.9 2.3 0.1 -0.045
C -0.433392 -1.243590 -0.752492 5.8 2.3 0.2 0.825
C -2.559464 1.656675 -0.093177 0.6 -3.8 0.1 -0.219
H 3.198684 1.578992 -0.783719 0.8 2.5 2.7 0.194
N 1.114798 0.159371 -0.337661 -1.2 -3.0 -1.4 -0.464
H 2.082572 1.096703 1.136283 -0.6 0.4 0.5 0.236
H 1.548269 -0.504627 2.981566 -0.7 -1.1 -0.5 0.241
C -3.758971 -0.436834 0.290579 2.4 0.0 -0.3 -0.243
C -1.421261 0.888419 -0.418822 -2.3 -0.7 0.4 0.119
H 0.825768 -1.651807 1.533240 -0.1 0.6 1.4 0.200
H 2.984563 -0.938735 -0.232717 -0.8 0.2 -0.2 0.184
C 2.295743 -0.383210 -0.911133 2.6 1.7 0.3 -0.268
H 2.170422 -0.949596 -1.774414 -0.9 -1.4 -1.3 0.222
H -0.424317 1.168274 -0.685621 0.4 0.6 -0.4 0.310

---

Entry 3:
28
Properties=species:S:1:pos:R:3:forces:R:3:nbo_charge:R:1 method="wB97M-V/def2-TZVPD" e_lumo_ev=-3.72 energy_ha=-897.43124 max_force_ev_per_a=5.64 charge=+1 smiles="CC(C)(C)[C@H]1[NH+]=CNc2ccsc21" relative_energy_ev=0.6117 multiplicity=1
C -0.361889 -2.556109 -0.178083 -4.1 -1.1 1.2 0.395
H -4.444824 1.569958 0.062776 0.3 -0.7 0.8 0.269
H 1.450659 -2.087818 -0.734454 -1.7 1.1 0.9 0.446
H 3.531009 0.865968 -0.413412 2.1 1.2 0.0 0.236
C 1.476943 0.725453 0.028993 -0.3 -3.5 -0.5 -0.074
H 0.481106 2.377046 -1.060841 -0.1 -0.2 0.9 0.219
H 0.280580 1.685032 1.568094 1.2 -1.5 -0.4 0.227
H 2.805626 -0.555535 -1.189745 0.5 0.7 0.7 0.185
H -4.282385 -1.167792 0.435691 -0.3 0.2 0.1 0.241
H 1.854448 1.167701 2.109629 -0.3 -0.6 -0.2 0.235
H 0.485623 -0.003741 1.952223 0.6 -0.4 -0.5 0.226
H 1.813151 2.782178 0.001195 0.7 1.7 1.4 0.236
C -1.286764 0.159938 -0.205478 3.1 -2.3 0.2 -0.241
H 0.215989 0.124419 -1.617139 0.9 -0.9 -1.6 0.235
H -0.143001 -3.667250 -0.217114 0.0 1.7 0.1 0.256
C 1.037372 0.800952 1.453476 -0.6 3.2 2.4 -0.640
N -1.650796 -2.227740 0.166989 1.1 0.4 -1.4 -0.518
C 2.921909 0.054362 -0.246211 -4.1 -1.9 0.1 -0.585
C -2.144474 -0.891620 0.033267 0.9 1.4 0.6 0.018
C 1.443817 2.049095 -0.623276 -1.3 -0.1 -2.8 -0.621
C -3.486156 -0.453687 0.301705 0.5 -0.4 -0.3 -0.258
S -2.035310 1.650571 -0.031532 -0.8 0.0 -0.3 0.526
H 2.014833 2.073071 -1.540449 0.7 -0.2 -0.2 0.223
C 0.430805 -0.224217 -0.635683 -4.6 2.9 1.5 0.009
C -3.590622 0.904619 0.257176 0.4 0.5 -0.8 -0.373
H -2.429436 -2.869348 0.137682 0.7 -0.9 0.1 0.440
H 3.084842 -0.635992 0.584250 0.8 0.3 -0.1 0.221
N 0.526955 -1.649515 -0.399725 3.6 -1.0 -1.8 -0.531

---

Entry 4:
34
Properties=species:S:1:pos:R:3:forces:R:3:nbo_charge:R:1 method="wB97M-V/def2-TZVPD" e_lumo_ev=-17.41 energy_ha=-2175.24234 max_force_ev_per_a=2.16 charge=+4 relative_energy_ev=1.3828 multiplicity=1
C 0.806966 2.898142 -1.271864 -0.1 0.2 0.0 -0.264
H 1.563675 4.379796 -2.637827 0.0 0.0 0.0 0.304
O -2.172105 -2.128488 1.378919 0.0 0.0 -0.3 -0.581
H -2.479647 4.961864 -1.519272 0.0 0.0 0.0 0.302
H -1.311216 -0.104804 5.559930 0.0 0.0 0.0 0.309
H 1.213379 5.026911 -1.035297 0.0 0.0 0.0 0.259
S -2.021680 -1.692508 0.038228 0.1 0.3 0.1 1.765
H -2.285572 3.195925 0.175668 0.0 0.0 0.1 0.270
C -0.574856 -0.232060 4.775520 0.1 -0.1 0.2 -0.178
N -1.210149 -0.277821 0.035736 -0.5 -0.5 0.0 -0.753
N 0.053819 0.120149 2.504115 0.2 0.2 0.2 -0.461
O 1.398669 0.193390 0.540633 -0.2 0.5 -1.3 -0.416
C -0.855243 0.240415 3.507626 0.2 0.0 -0.3 0.095
H 0.515947 2.199859 -2.058388 0.0 -0.1 0.0 0.246
C -1.555705 3.230543 -0.631862 0.1 0.1 0.0 -0.258
C 1.252927 -0.517109 2.764578 -0.5 0.4 -0.3 0.053
C 0.635210 -0.869353 5.023645 0.0 0.0 0.0 0.000
H -1.214193 5.369177 -0.361242 0.0 0.0 0.0 0.258
N -0.486427 4.806204 -2.251093 0.0 0.0 0.0 -0.497
V -0.104614 0.810435 0.654391 0.0 0.0 0.4 1.511
H -1.804416 0.713958 3.287743 0.0 0.0 0.0 0.252
C 2.154388 -0.589277 1.579484 0.5 -0.9 1.9 0.754
H -0.790977 4.302737 -3.093612 0.0 0.0 0.0 0.457
H -1.872514 2.543980 -1.417038 0.0 -0.1 0.0 0.243
C -1.498299 4.667496 -1.146759 0.0 0.0 0.0 -0.255
H 2.527506 -1.518086 4.144825 0.0 0.0 0.0 0.316
H 1.804378 2.634449 -0.923913 0.0 0.0 0.0 0.277
C 1.576323 -1.020561 3.986835 0.0 -0.1 0.2 -0.118
O 3.181264 -1.069254 1.410096 0.1 0.2 -0.6 -0.235
N -0.199662 2.753229 -0.128963 0.0 0.0 -0.3 -0.629
H 0.855777 -1.259919 6.011764 0.0 0.0 0.0 0.307
H -0.425242 5.792494 -2.540551 0.0 0.0 0.0 0.487
C 0.866909 4.330945 -1.800618 0.0 0.0 0.1 -0.255
H 0.096682 3.399144 0.614464 0.0 0.0 0.0 0.435

---

Entry 5:
30
Properties=species:S:1:pos:R:3:forces:R:3:nbo_charge:R:1 method="wB97M-V/def2-TZVPD" e_lumo_ev=-0.24 energy_ha=-663.54966 max_force_ev_per_a=11.81 charge=0 relative_energy_ev=7.0216 multiplicity=1
H -11.269190 6.230770 -2.005250 -0.1 0.7 -0.1 0.266
H -13.458420 9.338100 -5.614830 -0.3 0.2 0.0 0.262
H -14.770210 8.368640 -6.341000 0.1 -0.3 0.3 0.272
C -16.630290 6.737710 -0.691530 -0.2 0.0 1.7 0.374
H -12.763520 7.078050 -2.820300 0.8 0.1 0.2 0.251
C -12.333040 6.261520 -2.240600 -1.0 -1.1 0.9 -0.719
N -13.765320 6.006620 -0.022960 1.0 0.1 -0.7 -0.318
H -19.024010 6.858500 -0.852100 -0.2 -0.6 0.2 0.247
N -18.215740 7.558010 3.514860 -1.6 2.2 1.5 -0.355
C -19.487570 6.446700 0.044360 -1.8 -0.7 0.3 -0.715
C -15.934250 6.518990 -1.990610 -3.6 -4.3 3.2 -0.725
H -12.503350 5.338920 -2.795480 -0.1 0.0 -0.2 0.251
H -13.216280 7.648150 -5.636760 -0.3 -0.3 -0.6 0.257
H -20.334070 7.104720 0.240690 -0.2 -0.3 0.3 0.249
H -15.853980 5.927710 2.297350 0.0 0.1 0.0 0.262
H -17.001220 4.731920 2.856470 0.0 0.0 0.4 0.236
H -15.758330 7.433010 -2.557800 -3.4 -1.9 2.6 0.271
H -18.779680 6.431590 0.873060 -1.0 0.6 -0.3 0.296
C -14.005410 8.396620 -5.564850 0.5 0.0 1.8 -0.712
N -15.005160 8.061890 -3.108130 6.7 7.6 -6.0 -0.392
C -16.915010 5.679610 2.324900 0.8 -2.0 1.4 -0.733
C -13.144240 6.123020 -0.991800 0.7 0.0 0.8 0.275
H -16.565010 5.872150 -2.600400 0.0 -0.4 0.1 0.228
C -19.872490 5.029320 -0.055310 -0.8 -2.9 -1.1 0.298
C -17.651460 6.716980 3.023920 1.4 -2.2 -1.9 0.306
N -17.187880 6.873530 0.343690 4.3 2.3 -5.5 -0.490
H -14.931520 6.113820 -1.854700 -1.0 -0.1 -0.1 0.231
C -14.524710 8.231810 -4.154370 -0.9 0.0 -0.9 0.414
H -17.176900 5.477680 1.286280 -0.3 -0.3 1.2 0.286
N -20.087890 3.874760 -0.169080 0.6 3.4 0.5 -0.372

---

Entry 6:
30
Properties=species:S:1:pos:R:3:forces:R:3:nbo_charge:R:1 method="wB97M-V/def2-TZVPD" e_lumo_ev=-0.31 energy_ha=-663.74029 max_force_ev_per_a=4.26 charge=0 smiles=CC#N.CC#N.CC#N.CC#N.CC#N relative_energy_ev=1.8342 multiplicity=1
H -0.121119 -0.515377 -0.673397 -0.3 0.1 -0.2 0.254
C -3.613979 2.464263 4.614423 -0.6 3.8 1.7 0.277
N 0.678081 -7.274827 1.787603 -1.0 2.7 -1.4 -0.321
H -0.711479 1.177163 -0.747137 0.0 -0.1 0.3 0.254
C -0.041739 -4.939587 0.809503 -0.6 0.1 0.5 -0.723
C 7.424881 2.962563 -1.566527 0.7 0.1 0.3 -0.717
H -1.044589 -4.743307 1.188813 -0.1 0.0 -0.2 0.255
N -4.064609 3.351253 5.229563 0.7 -2.1 -1.4 -0.313
N -4.895729 -1.692337 -1.333517 0.4 -1.5 1.9 -0.335
H -3.723909 0.706223 3.755453 0.0 -0.5 -0.1 0.258
C 1.304161 0.867253 -1.223417 0.0 -0.1 0.5 0.284
C -5.057499 -0.943667 -2.162837 -0.7 2.2 -3.1 0.291
H -4.535709 0.783393 -3.301617 0.2 -0.2 0.2 0.250
H 7.671791 2.215893 -0.811797 -0.4 -0.2 0.0 0.253
H -0.066609 -4.854837 -0.276917 0.2 -0.1 0.1 0.256
H -2.179909 0.949023 4.482683 0.2 0.3 -0.1 0.258
C 0.107131 0.525133 -0.442457 0.3 -0.5 -0.4 -0.719
H 0.273221 0.513773 0.634763 0.2 0.5 -0.1 0.254
N 2.256401 1.082613 -1.825457 0.0 0.1 0.0 -0.327
H -6.221099 0.505873 -3.310407 -0.2 -0.5 0.3 0.257
C -2.940539 1.452773 3.886223 -0.4 -2.3 -0.6 -0.738
H 0.589081 -4.182777 1.275763 0.2 -0.1 -0.3 0.252
H -5.146479 -0.510047 -4.291917 -0.1 -0.3 0.3 0.257
H 7.598331 2.521403 -2.548057 -0.3 0.1 0.0 0.255
C 0.333131 -6.261707 1.303303 1.3 -2.6 1.2 0.281
C 8.403211 4.033933 -1.358977 1.3 1.7 0.2 0.285
C -5.268319 -0.023377 -3.324227 0.4 0.2 0.5 -0.719
H -2.610309 1.615443 2.860273 0.1 0.8 0.3 0.256
H 6.410151 3.340243 -1.440887 0.1 -0.2 -0.1 0.259
N 9.194051 4.873633 -1.188807 -1.5 -1.6 -0.3 -0.335

---

Entry 7:
34
Properties=species:S:1:pos:R:3:forces:R:3:nbo_charge:R:1 method="wB97M-V/def2-TZVPD" e_lumo_ev="-9.65 / -9.34" energy_ha=-1290.06670 max_force_ev_per_a=1.88 charge=+2 relative_energy_ev=0.1677 multiplicity=2
H -0.242037 2.994699 -0.662072 0.0 0.0 0.0 0.236
H -0.087200 -3.352347 -1.358328 0.0 -0.1 0.0 0.430
H -1.285542 -4.953167 -0.156755 0.0 0.0 0.0 0.249
H -2.275369 0.008339 0.543722 -0.1 0.0 0.1 0.424
H -2.610312 -3.113331 -1.330622 -0.1 0.0 0.0 0.219
H 4.011450 2.353882 -0.473394 0.0 0.0 0.0 0.255
H -3.431271 -3.953592 -0.041050 0.0 0.0 0.0 0.285
C 3.362477 4.399293 -0.610208 0.1 -0.1 0.0 -0.169
C -2.956961 -1.958306 0.464339 0.2 0.2 -0.1 -0.226
H -1.243611 -3.945293 1.287159 0.0 0.0 0.0 0.232
N -2.023531 -0.838949 0.037796 -0.2 -0.2 0.0 -0.820
C -0.662024 -1.631536 3.005829 0.1 0.3 0.1 -0.019
C -2.616988 -3.255719 -0.241641 0.0 0.0 -0.1 -0.457
H 4.369593 4.792948 -0.596890 0.0 0.0 0.0 0.253
H -2.881107 -2.058352 1.539587 0.0 0.0 0.1 0.244
C 3.170428 3.030729 -0.536266 0.2 0.1 0.0 -0.221
C 0.981506 4.761774 -0.711695 -0.1 -0.1 0.0 -0.178
H -2.285101 -0.637595 -0.928688 0.0 0.1 -0.1 0.407
C 1.865735 2.572813 -0.550716 -0.2 -0.8 0.1 0.127
N 1.639021 1.123132 -0.448604 0.4 1.2 -0.2 0.188
N -1.648224 -1.928163 3.523187 0.1 0.0 -0.1 -0.197
H -3.971818 -1.647502 0.226775 0.0 0.0 0.0 0.241
C -1.330897 -3.927678 0.201855 0.2 0.2 0.0 -0.221
S 0.792307 -1.204995 2.208951 -0.7 -0.3 -0.5 0.306
O 2.056117 -0.940710 -0.428223 1.1 0.1 -0.3 -0.478
H 0.138663 5.434609 -0.785018 0.0 0.0 0.0 0.248
O 0.355998 0.690874 -0.299500 -0.3 0.7 -0.6 -0.457
C 2.274831 5.258116 -0.694401 0.0 0.1 0.0 -0.140
H 2.439535 6.326106 -0.748779 0.0 0.0 0.0 0.250
C 0.760316 3.394384 -0.637893 -0.2 0.2 0.0 -0.228
N 2.550420 0.274804 -0.502212 -0.7 -0.8 0.1 0.260
N -0.091811 -3.215818 -0.342158 -0.3 -0.1 -0.4 -0.831
Re 0.134264 -1.138970 0.072277 0.3 -0.3 1.8 1.355
H 0.741154 -3.714494 -0.026372 0.0 -0.1 0.0 0.436

---

Entry 8:
27
Properties=species:S:1:pos:R:3:forces:R:3:nbo_charge:R:1 method="wB97M-V/def2-TZVPD" e_lumo_ev=0.61 energy_ha=-519.83026 max_force_ev_per_a=8.47 charge=0 relative_energy_ev=6.2772 multiplicity=1
C -3.203016 0.425143 -0.325414 -0.4 0.0 -0.1 -0.286
C -4.074631 0.039177 0.873405 -0.1 0.0 0.4 -0.595
H 4.487292 2.206683 0.473903 -0.1 -0.1 -0.1 0.217
H -2.330760 2.395673 0.457991 0.2 -0.5 -0.1 0.209
H -2.866150 -1.653439 -1.239322 0.1 0.3 0.1 0.207
H 2.470051 -1.980538 1.070735 0.0 0.1 -0.1 0.212
H 3.734248 -0.004498 1.389261 0.0 0.0 -0.1 0.165
H 5.059745 0.876664 -0.550897 0.0 0.0 0.0 0.216
H -4.602887 0.915982 1.271068 0.1 -0.2 -0.1 0.202
H 3.662936 1.841779 -1.057730 0.0 0.0 0.0 0.218
C -0.929416 0.929155 -0.324069 -0.5 2.2 -1.9 -0.185
C 2.043257 -1.549417 0.151029 0.2 -0.4 -0.4 -0.162
N -0.354014 -0.603896 0.737838 5.7 -4.0 4.9 -0.307
H 1.946483 -2.359142 -0.588659 0.0 0.2 0.2 0.231
H 0.025299 1.426148 -0.215260 -0.1 0.0 -0.2 0.212
O 2.881933 -0.577871 -0.404613 0.0 -0.1 -0.1 -0.514
H -3.455738 -0.378657 1.685967 -0.2 0.1 -0.3 0.211
H -4.828610 -0.708611 0.591113 0.2 0.2 0.1 0.205
H -3.862899 0.849384 -1.119507 0.3 -0.2 0.4 0.219
C -1.105686 -0.427941 -0.883793 -1.6 -0.2 -4.2 -0.183
C -2.415888 -0.723708 -0.892720 -0.2 -0.1 -0.7 -0.258
C 3.242363 0.442487 0.513128 0.2 0.2 0.2 -0.068
H -0.302521 -1.063207 -1.317028 -1.3 1.0 -0.5 0.202
C -2.118335 1.419091 0.007695 -0.5 0.7 -0.2 -0.202
H 2.346152 0.959062 0.871773 -0.1 0.0 0.0 0.171
C 0.714000 -1.034857 0.471055 -1.8 0.7 2.8 0.285
C 4.170683 1.402030 -0.198879 0.0 0.0 0.1 -0.622